<P>
The following is a quantum chemistry calculation of a 2-piece molecular cluster, CH2N2O3 overall, from the OMol25 dataset.

LUMO level = -0.1 eV
Net charge = 0
HOMO-LUMO gap = 0.341 hartree
E_HOMO = -0.3468 Eh
Multiplicity = 1

Atoms and positions in Å:
C  -1.52  0.61  -0.37
N  2.27  0.32  0.20
N  -1.09  -0.43  0.00
O  -1.93  1.69  -0.61
O  1.38  1.09  0.24
O  -1.27  -1.67  -0.46
H  3.08  0.67  0.88
H  -0.92  -2.29  0.13

<Q>
The following is a quantum chemistry calculation of a 2-piece molecular cluster, CH2N2O3 overall, from the OMol25 dataset.

LUMO level (alpha / beta) = -0.1 / 0.0 eV
Net charge = 0
HOMO-LUMO gap (alpha / beta) = 0.279 / 0.302 hartree
E_HOMO (alpha / beta) = -0.2810 / -0.3017 Eh
Multiplicity = 1

Atoms and positions in Å:
C  1.16  0.92  0.66
N  1.75  1.41  -1.71
N  0.15  0.17  0.28
O  1.88  1.31  1.43
O  0.53  1.84  -2.14
O  0.87  0.47  -2.31
H  0.08  -0.02  -0.75
H  -0.82  0.13  0.56

<R>
The following is a quantum chemistry calculation of a 2-piece molecular cluster, CH2N2O3 overall, from the OMol25 dataset.

LUMO level (alpha / beta) = -0.7 / -0.8 eV
Net charge = 0
HOMO-LUMO gap (alpha / beta) = 0.323 / 0.325 hartree
E_HOMO (alpha / beta) = -0.3502 / -0.3524 Eh
Multiplicity = 1

Atoms and positions in Å:
C  -0.02  -0.18  0.08
N  -0.45  -0.85  1.05
N  -2.03  0.06  1.88
O  -0.41  -1.96  1.51
O  -2.00  1.23  1.69
O  -2.68  -0.71  2.47
H  0.69  -0.61  -0.62
H  -0.34  0.84  -0.04

<S>
The following is a quantum chemistry calculation of one molecule with the formula CH2N2O3, from the OMol25 dataset.

LUMO level = 0.5 eV
Net charge = 0
HOMO-LUMO gap = 0.360 hartree
E_HOMO = -0.3425 Eh
Multiplicity = 1

Atoms and positions in Å:
C  0.26  -1.20  -0.21
N  1.28  -0.28  -0.39
N  -0.07  -0.68  1.08
O  -0.25  -2.06  -0.89
O  0.90  0.34  0.77
O  -1.22  -0.28  1.57
H  2.19  -0.18  -0.75
H  -2.01  -0.05  0.89

We find <P> to be the most stable, with the next structure 0.420 eV higher.

<P>
The following is a quantum chemistry calculation of a 2-piece molecular cluster, C5H11IN overall, from the OMol25 dataset.

LUMO level = -5.1 eV
Net charge = +1
HOMO-LUMO gap = 0.286 hartree
E_HOMO = -0.4748 Eh
Multiplicity = 1

Atoms and positions in Å:
C  1.38  -0.38  -0.42
C  3.41  0.52  1.25
C  -1.61  0.88  -0.36
C  0.24  -0.89  0.30
C  -1.06  -0.16  0.62
N  1.21  0.34  -1.46
I  4.84  -0.24  0.07
H  2.31  -0.74  -0.12
H  3.93  1.13  2.06
H  -2.53  1.37  0.03
H  -1.77  0.40  -1.29
H  -0.95  1.69  -0.46
H  0.00  -1.72  -0.37
H  0.44  -1.38  1.21
H  -1.82  -0.82  0.81
H  -0.82  0.31  1.62
H  2.05  0.48  -2.11
H  0.25  0.54  -1.72

<Q>
The following is a quantum chemistry calculation of a 2-piece molecular cluster, C5H11IN overall, from the OMol25 dataset.

LUMO level = -3.8 eV
Net charge = +1
HOMO-LUMO gap = 0.306 hartree
E_HOMO = -0.4474 Eh
Multiplicity = 1

Atoms and positions in Å:
C  -1.44  -2.91  -2.81
C  0.09  1.99  -0.47
C  -0.46  0.90  0.06
C  -0.95  -2.29  -1.77
C  0.53  2.22  -1.87
N  -0.70  0.89  1.52
I  1.20  -2.33  -1.45
H  -2.50  -2.94  -3.00
H  -0.86  -3.59  -3.42
H  0.02  2.75  0.32
H  -0.62  0.05  -0.56
H  -1.57  -1.71  -1.07
H  1.61  2.50  -1.93
H  -0.18  2.96  -2.39
H  0.23  1.36  -2.43
H  -0.25  0.11  2.00
H  -1.77  0.88  1.74
H  -0.28  1.75  1.97

<R>
The following is a quantum chemistry calculation of a 2-piece molecular cluster, C5H11IN overall, from the OMol25 dataset.

LUMO level = -3.9 eV
Net charge = +1
HOMO-LUMO gap = 0.326 hartree
E_HOMO = -0.4702 Eh
Multiplicity = 1

Atoms and positions in Å:
C  -0.79  -1.52  0.09
C  -0.76  -0.29  -0.36
C  -1.62  -2.66  -0.34
C  1.87  0.47  0.57
C  0.61  1.18  0.74
N  0.43  2.38  -0.07
I  -1.49  0.44  -2.14
H  -0.23  -1.63  0.95
H  -1.85  -2.51  -1.36
H  -1.14  -3.68  -0.37
H  -2.48  -2.77  0.47
H  2.14  0.38  -0.42
H  1.73  -0.41  1.06
H  2.59  1.15  0.98
H  -0.06  1.38  1.59
H  0.21  3.23  0.39
H  -0.35  2.32  -0.98
H  1.20  2.53  -0.78

We find <Q> to be the most stable, with the next structure 2.113 eV higher.

<P>
The following is a quantum chemistry calculation of C32H50BrN3SiW as an isolated structure, from the OMol25 dataset.

LUMO level (alpha / beta) = -7.0 / -7.0 eV
Net charge = +2
HOMO-LUMO gap (alpha / beta) = 0.255 / 0.254 hartree
E_HOMO (alpha / beta) = -0.5131 / -0.5130 Eh
Multiplicity = 1

Atoms and positions in Å:
W  0.37  0.50  0.36
C  -0.94  -0.46  1.92
C  0.24  -1.30  1.81
C  0.20  -1.84  0.47
C  -0.99  -1.31  -0.15
C  -1.76  -0.60  0.77
C  -3.28  -0.42  0.76
C  -3.77  -1.54  1.70
C  -3.77  0.92  1.32
C  -3.85  -0.65  -0.64
C  0.86  -3.01  -0.30
C  2.15  -3.61  0.27
C  -0.22  -4.11  -0.30
C  1.17  -2.62  -1.75
C  1.04  -1.68  3.08
C  2.55  -1.44  2.98
C  0.53  -0.86  4.27
C  0.73  -3.16  3.43
H  -1.28  -0.03  2.85
H  -1.34  -1.60  -1.13
H  -3.51  -1.33  2.74
H  -3.34  -2.51  1.42
H  -4.85  -1.62  1.62
H  -3.22  1.22  2.21
H  -4.82  0.82  1.60
H  -3.72  1.71  0.58
H  -3.71  -1.68  -0.97
H  -3.39  0.02  -1.38
H  -4.92  -0.45  -0.63
H  1.97  -4.20  1.16
H  2.91  -2.86  0.47
H  2.55  -4.29  -0.48
H  -0.58  -4.32  0.71
H  0.22  -5.03  -0.70
H  -1.08  -3.86  -0.93
H  2.11  -2.08  -1.80
H  0.39  -2.01  -2.21
H  1.27  -3.53  -2.35
H  2.79  -0.45  3.36
H  2.92  -1.51  1.97
H  3.10  -2.15  3.60
H  0.61  0.22  4.11
H  1.14  -1.10  5.14
H  -0.51  -1.10  4.52
H  1.48  -3.84  3.04
H  -0.25  -3.47  3.07
H  0.73  -3.28  4.52
C  4.20  1.14  1.58
C  3.76  0.67  0.23
C  4.70  0.25  -0.68
C  4.32  -0.05  -1.99
C  3.02  0.11  -2.39
C  2.11  0.60  -1.45
N  2.46  0.80  -0.16
N  0.76  0.89  -1.63
Si  0.29  1.39  -3.30
C  -1.21  2.47  -3.40
C  -0.06  -0.13  -4.29
C  1.70  2.39  -3.98
H  4.81  2.04  1.46
H  4.82  0.39  2.07
H  3.38  1.38  2.24
H  5.74  0.20  -0.37
H  5.06  -0.40  -2.70
H  2.69  -0.13  -3.39
H  -2.16  1.95  -3.21
H  -1.24  2.80  -4.45
H  -1.14  3.37  -2.79
H  -0.95  -0.64  -3.91
H  0.76  -0.84  -4.31
H  -0.27  0.17  -5.33
H  2.33  2.83  -3.20
H  1.29  3.21  -4.58
H  2.35  1.81  -4.64
C  -3.68  4.14  -1.14
C  -2.50  3.84  -0.26
C  -2.05  4.71  0.72
C  -0.98  4.37  1.55
C  -0.41  3.16  1.32
Br  1.02  2.43  2.33
N  -0.78  2.30  0.38
C  -1.82  2.63  -0.39
H  -4.16  5.07  -0.84
H  -4.43  3.35  -1.09
H  -3.38  4.24  -2.19
H  -2.55  5.66  0.86
H  -0.62  5.03  2.33
H  -2.12  1.89  -1.11

<Q>
The following is a quantum chemistry calculation of C32H50BrN3SiW as an isolated structure, from the OMol25 dataset.

LUMO level (alpha / beta) = -7.2 / -7.0 eV
Net charge = +2
HOMO-LUMO gap (alpha / beta) = 0.248 / 0.249 hartree
E_HOMO (alpha / beta) = -0.5126 / -0.5054 Eh
Multiplicity = 1

Atoms and positions in Å:
W  -0.44  0.41  -0.54
C  0.73  2.28  -0.04
C  1.69  1.22  0.14
C  1.23  0.41  1.26
C  0.00  0.99  1.67
C  -0.29  2.17  0.94
C  -1.23  3.27  1.42
C  -2.64  2.79  1.72
C  -0.60  3.78  2.73
C  -1.26  4.44  0.44
C  1.89  -0.69  2.10
C  0.99  -1.04  3.29
C  2.20  -1.99  1.35
C  3.18  -0.11  2.72
C  3.06  1.31  -0.56
C  2.98  1.98  -1.93
C  3.78  -0.02  -0.78
C  3.90  2.25  0.33
H  0.87  3.11  -0.70
H  -0.59  0.64  2.51
H  -2.64  1.91  2.37
H  -3.21  2.56  0.82
H  -3.19  3.57  2.25
H  -0.61  3.00  3.50
H  -1.16  4.63  3.11
H  0.44  4.09  2.58
H  -1.66  4.17  -0.54
H  -0.27  4.88  0.30
H  -1.90  5.23  0.83
H  -0.01  -1.37  3.00
H  0.90  -0.21  3.99
H  1.45  -1.87  3.84
H  1.34  -2.66  1.37
H  3.01  -2.51  1.85
H  2.48  -1.85  0.31
H  3.00  0.86  3.17
H  3.99  -0.03  2.00
H  3.51  -0.79  3.50
H  2.53  1.32  -2.67
H  4.00  2.17  -2.27
H  2.47  2.94  -1.93
H  3.17  -0.70  -1.39
H  4.06  -0.53  0.13
H  4.70  0.17  -1.34
H  3.48  3.26  0.33
H  4.91  2.31  -0.08
H  3.97  1.92  1.36
C  0.27  2.07  -3.85
C  0.50  0.61  -3.70
C  0.91  -0.18  -4.75
C  1.02  -1.56  -4.56
C  0.72  -2.16  -3.36
C  0.33  -1.32  -2.31
N  0.26  0.02  -2.50
N  -0.07  -1.58  -1.01
Si  -0.39  -3.31  -0.61
C  1.16  -4.31  -0.92
C  -1.81  -3.80  -1.73
C  -0.94  -3.61  1.16
H  -0.70  2.24  -4.34
H  1.03  2.52  -4.49
H  0.28  2.59  -2.89
H  1.13  0.27  -5.71
H  1.34  -2.18  -5.39
H  0.79  -3.23  -3.24
H  1.94  -3.76  -1.45
H  0.92  -5.20  -1.51
H  1.60  -4.65  0.01
H  -1.54  -3.89  -2.78
H  -2.63  -3.07  -1.66
H  -2.22  -4.76  -1.42
H  -0.35  -4.43  1.57
H  -1.98  -3.92  1.19
H  -0.80  -2.77  1.84
C  -4.83  -2.13  2.21
C  -4.33  -1.16  1.18
C  -5.20  -0.47  0.33
C  -4.71  0.41  -0.62
C  -3.35  0.56  -0.67
Br  -2.39  1.74  -1.83
N  -2.47  -0.08  0.11
C  -2.97  -0.93  1.03
H  -5.77  -1.78  2.64
H  -4.11  -2.26  3.02
H  -5.02  -3.10  1.75
H  -6.26  -0.62  0.42
H  -5.35  0.96  -1.29
H  -2.25  -1.43  1.66

We find <Q> to be the most stable, with the next structure 0.738 eV higher.

<P>
The following is a quantum chemistry calculation of one molecule with the formula C9H16N4O5, from the OMol25 dataset.

LUMO level = 0.4 eV
Net charge = 0
HOMO-LUMO gap = 0.385 hartree
E_HOMO = -0.3701 Eh
Multiplicity = 1

Atoms and positions in Å:
C  -1.47  1.75  -0.16
C  -0.50  1.16  0.85
C  -2.11  0.58  -0.96
C  -2.78  -0.40  -0.06
C  -1.87  -1.56  0.25
C  1.85  0.24  1.07
C  3.15  0.74  0.53
C  1.88  -1.33  0.82
C  2.14  -1.61  -0.59
H  -0.46  3.50  -0.74
H  -1.52  2.95  -1.87
H  -2.31  2.30  0.39
H  -2.99  0.98  -1.59
H  -1.53  0.00  -1.67
H  -3.68  -0.87  -0.45
H  -3.04  0.08  0.88
H  -1.06  -2.58  1.95
H  -1.63  -0.95  2.15
H  0.86  1.34  -0.59
H  1.75  0.37  2.15
H  0.87  -1.83  1.04
H  2.60  -1.84  1.51
H  1.45  -1.36  -2.36
H  0.33  -1.31  -1.29
H  2.63  0.77  -1.33
N  -0.78  2.65  -1.16
N  -1.67  -1.80  1.60
N  0.78  0.94  0.38
N  1.24  -0.96  -1.52
O  -0.90  0.74  1.97
O  -1.58  -2.37  -0.64
O  4.18  0.70  1.19
O  2.99  -2.33  -1.04
O  3.16  1.32  -0.70

<Q>
The following is a quantum chemistry calculation of one molecule with the formula C9H16N4O5, from the OMol25 dataset.

LUMO level = 0.5 eV
Net charge = 0
HOMO-LUMO gap = 0.343 hartree
E_HOMO = -0.3259 Eh
Multiplicity = 1

Atoms and positions in Å:
C  -0.70  -0.21  1.96
C  -1.10  0.06  0.47
C  0.46  -1.24  2.04
C  1.60  -0.97  2.95
C  2.52  0.09  2.18
C  -0.31  0.60  -1.80
C  -1.36  1.61  -1.67
C  -0.71  -0.69  -2.50
C  -1.25  -0.53  -3.85
H  -2.86  -0.54  2.32
H  -1.85  -0.42  3.65
H  -0.55  0.77  2.45
H  -0.10  -2.19  2.12
H  0.77  -1.30  0.95
H  2.17  -1.88  3.22
H  1.24  -0.40  3.84
H  4.02  0.13  3.66
H  4.13  1.30  2.53
H  0.69  0.64  -0.01
H  0.58  1.16  -2.16
H  -1.44  -1.22  -1.87
H  0.28  -1.21  -2.64
H  -0.42  -0.68  -5.77
H  0.61  0.01  -4.57
H  -1.83  3.22  -1.68
N  -1.87  -0.72  2.68
N  3.68  0.48  2.84
N  -0.14  0.43  -0.42
N  -0.25  -0.44  -4.80
O  -2.36  0.02  0.28
O  2.26  0.61  1.14
O  -2.50  1.39  -2.03
O  -2.39  -0.71  -4.22
O  -1.03  2.84  -1.27

We find <P> to be the most stable, with the next structure 1.361 eV higher.